Entry 1:
Below is C32H30FeN4OS as an isolated structure, with properties calculated with ωB97M-V/def2-TZVPD.

Geometry as XYZ:
```
69
Properties=species:S:1:pos:R:3:forces:R:3
Fe 0.05220 -0.50881 0.12810 0.1 0.7 -0.1
N 0.04000 -0.06297 2.17309 0.1 -0.3 -0.3
C 1.17781 -0.18781 3.02391 -0.2 -0.1 0.1
C 1.02002 -0.79073 4.26408 0.0 0.0 0.0
C 2.10090 -0.95575 5.11316 0.0 0.0 0.0
C 3.34818 -0.50692 4.70785 0.0 0.0 0.0
C 3.49125 0.08727 3.46396 0.0 0.0 0.0
C 2.41615 0.27264 2.58924 0.1 0.1 -0.1
C 2.65311 0.81895 1.21670 -0.1 -0.2 0.3
C 3.75097 1.67247 1.05987 0.0 0.0 0.0
C 4.25009 1.97959 -0.19240 0.0 0.0 0.0
C 3.65997 1.39091 -1.30073 0.0 0.0 0.0
C 2.51835 0.61939 -1.13292 -0.1 0.1 0.2
C 1.90473 0.35486 0.10789 0.1 0.1 -0.4
H -0.79994 -0.39018 2.63491 -0.1 0.0 0.0
H -0.10591 0.89580 1.87656 0.0 0.2 0.3
H 0.03333 -1.12846 4.56391 0.0 0.0 0.0
H 1.96648 -1.42922 6.07689 0.0 0.0 0.0
H 4.21255 -0.63627 5.34605 0.0 0.0 0.0
H 4.47916 0.38511 3.14006 0.0 0.0 0.0
H 4.22930 2.09735 1.93445 0.0 0.0 0.0
H 5.10524 2.63645 -0.29365 0.0 0.0 0.0
H 4.07390 1.55221 -2.29047 0.0 0.0 0.0
H 2.07291 0.19973 -2.02177 0.0 0.0 0.0
N -10.24499 0.43282 0.14814 0.0 0.0 0.0
C -9.10021 0.33817 0.14592 0.4 0.0 0.0
C -7.65622 0.21666 0.14051 -0.4 0.0 0.0
C -7.02467 -0.45435 -0.90008 0.1 0.0 -0.1
C -5.64478 -0.58384 -0.89320 -0.1 0.1 -0.1
C -4.88880 -0.03154 0.13638 0.3 -0.1 0.0
C -5.53145 0.64918 1.16622 -0.1 0.0 0.1
C -6.91156 0.76758 1.17742 0.1 0.0 0.1
C -3.39732 -0.17857 0.14240 -0.4 0.1 0.0
C -2.88770 -1.46650 0.15471 0.1 -0.1 0.2
C -3.60225 -2.70968 0.23313 0.0 0.2 -0.1
C -2.66776 -3.70168 0.28637 0.4 0.1 0.0
C -1.39603 -3.04143 0.25563 -0.3 -0.4 0.0
N -1.51902 -1.73521 0.18545 -0.3 -0.1 0.0
C -2.64423 1.00745 0.12051 0.1 0.3 -0.2
C -3.13834 2.34490 0.03255 -0.1 -0.2 0.0
C -2.04662 3.17681 -0.04791 0.3 -0.2 0.0
C -0.90951 2.32338 -0.02168 -0.1 0.4 0.0
N -1.25542 1.04732 0.07052 -0.2 -0.1 0.1
H -7.61147 -0.86840 -1.70863 0.0 0.0 0.0
H -5.14624 -1.10540 -1.69934 0.0 0.0 0.0
H -4.94631 1.07228 1.97201 0.0 0.0 0.0
H -7.41248 1.27955 1.98755 0.0 0.0 0.0
H -4.67331 -2.82647 0.25462 0.0 0.0 0.0
H -2.83858 -4.76360 0.35673 0.0 0.0 0.0
H -0.41785 -3.50421 0.29313 0.0 0.0 0.0
H -4.17586 2.63778 0.02598 0.0 0.0 0.0
H -2.04024 4.25238 -0.12276 0.0 0.0 0.0
H 0.13637 2.59964 -0.08039 0.0 0.0 0.0
C 1.54836 -0.70574 -4.50349 0.0 0.0 0.0
C 0.18137 -0.03562 -4.51721 0.1 -0.2 -0.1
S -0.17538 0.69053 -2.92044 -0.1 0.1 0.4
O -0.22351 -0.49592 -1.98167 0.2 -0.4 -0.1
C -1.88829 1.15617 -3.22297 -0.1 -0.1 -0.1
C -2.83697 -0.02471 -3.37009 0.0 0.0 0.0
H 1.73237 -1.19834 -5.45782 0.0 0.0 0.0
H 1.59756 -1.45759 -3.71704 0.0 0.0 0.0
H 2.34456 0.02031 -4.33557 0.0 0.0 0.0
H -0.61203 -0.75208 -4.73546 0.0 0.0 0.0
H 0.13725 0.78836 -5.23314 0.0 0.0 0.0
H -1.86260 1.79917 -4.10652 0.0 0.0 0.0
H -2.15268 1.77145 -2.36492 0.0 0.1 0.0
H -2.82722 -0.44456 -4.37621 0.0 0.0 0.0
H -3.85324 0.30350 -3.15075 0.0 0.0 0.0
H -2.57144 -0.80919 -2.66011 0.0 0.0 0.0
```
Positions in Å, forces in eV/Å.

Its gap between HOMO and LUMO (spin up / spin down) is 0.2484 / 0.2486 Ha. The calculation puts the HOMO energy (spin up / spin down) at -7.58 / -7.58 eV. Its energy above the lowest of the compared OMol25 structures with the same formula, charge and spin is 0.1275 eV.

Entry 2:
Below is a 5-piece molecular cluster, C22H54BFO10 overall, with properties calculated with ωB97M-V/def2-TZVPD.

Geometry as XYZ:
```
88
Properties=species:S:1:pos:R:3:forces:R:3
C -2.91670 -5.20612 -2.28688 0.0 0.0 0.0
C -2.43738 -5.73854 -0.94420 0.0 0.1 0.0
O -1.17581 -5.17251 -0.62133 0.1 0.0 0.1
C -1.15421 -4.44189 0.57875 0.0 0.0 0.0
C 0.20587 -3.75391 0.74559 0.0 0.0 0.2
O 0.87095 -3.55048 -0.49533 0.0 0.1 0.0
C 0.88246 -2.32525 -1.13309 0.0 0.0 -0.1
O 1.93081 -1.44941 -0.75285 0.0 0.0 -0.1
C 2.63188 -1.64996 0.46786 0.1 0.0 0.0
C 2.11952 -0.78423 1.61001 0.0 0.0 0.1
C -0.40817 -1.47955 -1.10524 0.3 0.3 0.2
F -1.47651 -2.33174 -1.45985 0.1 0.0 -0.1
O -0.58832 -0.99520 0.17711 -0.2 -0.5 0.1
C -1.84881 -0.39232 0.45984 -0.1 0.4 -0.2
C -1.83510 0.04130 1.90343 -0.1 -0.2 0.1
B -0.34854 -0.32787 -2.23539 0.0 -0.1 -0.2
O -0.34687 -0.68123 -3.54973 -0.2 -0.1 0.1
O -0.34344 1.00660 -1.90222 -0.5 -0.1 0.2
H -3.60457 -5.90927 -2.76202 0.0 0.1 0.1
H -2.05519 -5.07284 -2.94444 0.0 0.0 0.0
H -3.41381 -4.23998 -2.18499 0.1 0.0 0.0
H -2.31701 -6.82627 -0.98648 0.0 0.0 0.0
H -3.15754 -5.50873 -0.15046 0.0 -0.1 -0.1
H -1.96244 -3.69837 0.59077 0.0 0.0 -0.1
H -1.29969 -5.12128 1.43235 -0.1 0.2 0.1
H 0.06392 -2.81191 1.27376 0.0 -0.1 0.0
H 0.87028 -4.37825 1.34765 0.0 -0.1 -0.2
H 1.08004 -2.58187 -2.18066 0.0 0.0 0.0
H 3.66560 -1.37640 0.24182 -0.1 0.0 0.0
H 2.63392 -2.71121 0.72521 0.0 0.0 0.0
H 1.27734 -1.22925 2.14087 0.0 0.0 -0.1
H 1.80412 0.18727 1.22515 0.0 0.0 0.0
H 2.92471 -0.62502 2.33314 0.0 0.0 0.0
H -2.67214 -1.07545 0.23389 0.1 -0.1 0.1
H -1.97015 0.48527 -0.18770 0.0 -0.1 0.0
H -0.91843 0.59020 2.11539 -0.1 0.1 0.0
H -1.89156 -0.80341 2.59369 0.1 0.0 -0.1
H -2.70316 0.67263 2.10039 0.1 0.1 0.0
H -0.43131 -1.63698 -3.67720 0.0 0.1 -0.1
H -0.83048 1.53067 -2.55108 0.4 0.0 -0.2
C -1.94821 -4.08546 -7.30216 0.0 -0.1 0.1
C -1.19738 -3.13690 -6.38364 0.0 0.1 -0.1
C -0.29733 -2.19084 -7.16161 0.1 0.0 0.1
O -0.44815 -3.84390 -5.39342 -0.1 0.0 0.1
H -1.24183 -4.70155 -7.86604 0.0 0.0 0.0
H -2.59153 -4.74919 -6.72471 0.0 0.0 0.0
H -2.56277 -3.53540 -8.01554 0.0 0.0 0.0
H -1.91764 -2.55676 -5.80136 0.0 0.0 0.0
H 0.45530 -2.75550 -7.71950 0.0 0.0 0.0
H 0.22339 -1.51949 -6.47838 0.0 0.0 0.0
H -0.86811 -1.59212 -7.87235 0.0 0.0 0.0
H 0.21711 -4.37950 -5.83990 0.0 0.0 0.0
C -1.42337 4.61473 -0.33808 0.0 0.0 0.0
C -0.06820 4.17628 0.19382 0.0 0.0 -0.1
C 1.01195 4.25030 -0.87386 0.0 0.0 0.0
O -0.14256 2.86423 0.74525 -0.1 0.0 0.1
H -1.73468 3.95814 -1.15636 0.0 0.0 0.0
H -2.17956 4.56110 0.44554 0.0 0.0 0.0
H -1.38827 5.63629 -0.71931 0.0 0.0 0.0
H 0.21187 4.81293 1.03738 0.0 0.0 0.0
H 0.76726 3.58025 -1.70276 0.0 0.0 0.0
H 1.97258 3.93950 -0.46513 0.0 0.0 0.0
H 1.10906 5.26312 -1.26841 0.0 0.0 0.0
H -0.37269 2.24793 0.03489 0.2 0.0 0.0
C -2.32567 3.72880 5.64496 0.0 -0.1 0.0
C -1.06766 2.97599 5.23940 0.0 0.1 0.0
C 0.05011 3.92268 4.83808 0.0 -0.1 0.0
O -1.34682 2.05514 4.18532 -0.1 0.1 0.1
H -2.68931 4.32883 4.80571 0.0 0.0 0.0
H -3.11408 3.03311 5.93232 0.0 0.0 0.0
H -2.13021 4.40114 6.48179 0.0 0.0 0.0
H -0.74129 2.34758 6.07112 0.0 0.0 0.0
H -0.25978 4.52904 3.98140 0.0 0.0 0.0
H 0.94129 3.37113 4.54203 0.0 0.0 0.0
H 0.31373 4.59683 5.65394 0.0 0.0 0.0
H -1.56567 2.57607 3.40244 0.1 -0.1 -0.1
C 5.23657 3.00683 3.64469 0.0 0.0 0.1
C 3.76039 3.25201 3.37820 0.0 0.0 -0.1
C 3.35655 2.84235 1.97246 0.0 0.0 0.0
O 3.42990 4.62312 3.61546 0.0 -0.1 0.0
H 5.84550 3.59735 2.95375 0.0 0.0 0.0
H 5.49614 3.30015 4.66175 0.0 0.0 0.0
H 5.49321 1.95533 3.50754 0.0 0.0 0.0
H 3.16351 2.69115 4.10069 0.0 0.0 0.0
H 3.91795 3.43035 1.23838 0.0 0.0 0.0
H 2.29218 3.01245 1.80945 0.0 0.0 0.0
H 3.56556 1.78728 1.79115 0.0 0.0 0.0
H 3.93754 5.14987 2.98804 0.0 0.0 0.0
```
Positions in Å, forces in eV/Å.

The SMILES is CCOCCO[C@H](OCC)[C@@](F)(OCC)B(O)O.CC(C)O.CC(C)O.CC(C)O.CC(C)O. Its gap between HOMO and LUMO is 0.3551 Ha. The calculation puts the HOMO energy at -9.23 eV.